[1]
The following is a quantum chemistry calculation of the molecule C4H8N2S in a non-equilibrium geometry, from the OMol25 dataset.

Last column: Löwdin charge in e.
CARTESIAN COORDINATES (ANGSTROEM)
C 0.1413 1.2220 0.5057  -0.266
C 0.9548 1.4757 -0.4657  -0.415
C -1.8704 -0.1866 1.2680  -0.064
C 1.4312 -1.7409 -1.0273  -0.139
N -1.0083 0.4999 0.3133  -0.121
N 1.0406 -1.0349 -1.9811  -0.377
S 0.6456 0.6209 -2.0065  0.857
H 0.2543 1.5349 1.4920  0.101
H 1.8192 2.0879 -0.4708  0.040
H -1.7883 -1.2684 0.9817  0.097
H -1.3365 0.0342 2.2765  0.112
H -2.7732 0.3504 1.2059  0.055
H 1.8280 -2.5875 -1.3690  0.018
H 1.7388 -1.2967 -0.0739  0.075
H -1.0774 0.2892 -0.6487  0.028

The HOMO energy comes out at -8.09 eV. Its structure (SMILES) is C=NS/C=C\NC. For the HOMO-LUMO gap, the calculation gives 8.968 eV.

[2]
The following is a quantum chemistry calculation of a cluster of 4 separate species, C10H25FO6S in total, from the OMol25 dataset.

Last column: Löwdin charge in e.
CARTESIAN COORDINATES (ANGSTROEM)
C -2.6611 0.0056 -0.7896  -0.027
C -3.3432 -1.0531 0.0686  -0.353
F -4.2691 -1.7439 -0.7533  -0.056
C -2.4266 -2.1264 0.6565  -0.101
C -1.7523 -1.9352 2.0371  -0.298
C -0.3636 -1.2670 2.0244  -0.127
C -0.3743 0.2511 2.0642  -0.162
O -0.9738 0.6650 3.3261  -0.223
S -2.5284 0.4222 3.4320  0.610
O -2.8657 0.6936 4.7907  -0.258
O -3.1761 1.1140 2.3526  -0.273
C -2.6457 -1.3329 3.1492  -0.170
H -2.7584 0.9962 -0.3478  0.073
H -1.6020 -0.2143 -0.9416  0.068
H -3.1448 0.0165 -1.7680  0.085
H -3.9444 -0.5754 0.8403  0.116
H -1.6396 -2.3345 -0.0774  0.120
H -3.0358 -3.0317 0.7176  0.122
H -1.5759 -2.9574 2.3833  0.135
H 0.2044 -1.5984 1.1494  0.125
H 0.1943 -1.5952 2.9069  0.128
H -0.9453 0.7025 1.2531  0.107
H 0.6320 0.6624 2.0623  0.104
H -3.7111 -1.5010 2.9628  0.117
H -2.4065 -1.7739 4.1175  0.112
C 3.3660 1.3063 0.2778  -0.148
O 2.6701 1.5488 1.4964  -0.131
H 2.9367 0.4026 -0.1515  0.076
H 3.2445 2.1193 -0.4397  0.067
H 4.4310 1.1336 0.4560  0.078
H 3.0098 2.3541 1.8966  0.080
C 4.9453 1.6707 -3.3908  -0.135
O 3.5861 1.9047 -3.0303  -0.141
H 5.5164 1.6668 -2.4651  0.078
H 5.0748 0.7057 -3.8858  0.082
H 5.3316 2.4618 -4.0365  0.079
H 3.0641 1.9429 -3.8386  0.078
C 0.3499 0.0167 -3.6095  -0.169
O 1.4387 -0.4584 -2.8334  -0.130
H -0.4159 -0.7559 -3.5919  0.076
H -0.0787 0.9357 -3.2003  0.077
H 0.6346 0.1909 -4.6520  0.074
H 2.1259 0.2179 -2.8298  0.032

The HOMO energy comes out at -10.56 eV. Its structure (SMILES) is C[C@@H](F)C[C@H]1CCOS(=O)(=O)C1.CO.CO.CO. For the HOMO-LUMO gap, the calculation gives 10.926 eV.

[3]
The following is a quantum chemistry calculation of the molecule C5H8NO3P in a non-equilibrium geometry, from the OMol25 dataset.

Last column: Löwdin charge in e.
CARTESIAN COORDINATES (ANGSTROEM)
C -2.4464 -1.2755 -0.8755  -0.068
C -1.0733 -1.1441 -0.7985  -0.054
C -2.9938 -0.4051 0.0371  -0.065
C -0.8299 -0.2379 0.2195  -0.367
C 0.5460 0.2016 0.5070  -0.319
N 0.8597 1.6887 0.6132  0.094
O 2.4126 -1.8224 -0.4228  -0.465
O -1.9333 0.1885 0.6968  0.048
O 3.0347 0.5668 0.2215  -0.373
P 1.9528 -0.5006 -0.7877  0.667
H -2.8936 -1.7176 -1.7699  0.117
H -0.3025 -1.6860 -1.2756  0.073
H -4.0022 -0.2441 0.4022  0.119
H 1.0225 -0.1537 1.4738  0.135
H 0.4987 2.0661 1.4955  0.143
H 0.2507 2.1742 -0.0714  0.156
H 1.9879 1.6243 0.5094  0.114
H 3.9091 0.6769 -0.1746  0.046

The HOMO energy comes out at -7.61 eV. Its structure (SMILES) is [NH3+][C@@H](c1ccco1)P([O-])O. For the HOMO-LUMO gap, the calculation gives 7.775 eV.

[4]
The following is a quantum chemistry calculation of a structure of composition C15H26N4O6Ti in a non-equilibrium geometry, from the OMol25 dataset.

Last column: Löwdin charge in e.
CARTESIAN COORDINATES (ANGSTROEM)
Ti -0.3791 0.5262 0.8311  0.808
O -2.2938 1.2201 -0.5304  -0.120
C -2.9643 -0.0351 -0.5936  -0.247
C -3.4024 -0.5572 0.7586  -0.166
N -2.2798 -0.6857 1.6896  -0.229
C -2.6497 -0.2003 3.0147  -0.103
C -2.7887 1.3368 3.0110  -0.673
O -3.5438 1.8374 3.8545  -0.038
O -2.0862 1.9317 2.1403  -0.085
C -1.6564 -2.0106 1.7439  -0.121
C -0.3107 -1.9260 2.5011  -0.688
O -0.0031 -2.8664 3.2419  -0.031
O 0.3513 -0.8728 2.2650  -0.115
H -2.2553 1.5963 0.3898  0.038
H -2.2890 -0.7518 -1.0706  0.087
H -3.8499 0.0792 -1.2323  0.111
H -3.9226 -1.5185 0.6352  0.124
H -4.1179 0.1508 1.1852  0.128
H -1.8607 -0.4592 3.7226  0.131
H -3.5841 -0.6594 3.3637  0.123
H -1.4299 -2.3424 0.7246  0.090
H -2.3041 -2.7517 2.2329  0.117
N 0.2303 -0.6696 -0.8447  0.007
C 0.1800 -1.8191 -1.2349  -0.293
N 0.4703 -2.3283 -2.5386  -0.157
C 1.3193 -1.4675 -3.3629  -0.181
C 2.7869 -1.6532 -3.0161  -0.199
O 3.1717 -3.0245 -3.1291  -0.162
C 2.3946 -3.8254 -2.2464  -0.212
C 0.9127 -3.7092 -2.5677  -0.207
H 1.0194 -0.4365 -3.1694  0.109
H 1.1578 -1.7046 -4.4223  0.109
H 2.9588 -1.2998 -1.9926  0.124
H 3.4344 -1.0983 -3.6982  0.112
H 2.5589 -3.5023 -1.2099  0.124
H 2.7533 -4.8512 -2.3623  0.110
H 0.3278 -4.2634 -1.8307  0.106
H 0.7256 -4.1287 -3.5651  0.109
C 2.8062 2.7902 -0.0276  -0.091
C 1.4193 3.1200 0.5586  -0.777
C 1.6106 3.7734 1.9405  -0.085
C 0.7286 4.1386 -0.3694  -0.086
N 0.6390 1.9455 0.6664  -0.174
H 3.4423 3.6812 -0.1252  0.056
H 2.6799 2.3304 -1.0105  0.063
H 3.3054 2.0635 0.6164  0.066
H 2.2133 4.6911 1.8884  0.057
H 2.1015 3.0629 2.6090  0.068
H 0.6326 4.0081 2.3646  0.070
H 1.3204 5.0561 -0.4955  0.057
H -0.2480 4.3984 0.0441  0.069
H 0.5671 3.6808 -1.3479  0.066

As for the spin multiplicity: 3. As for the expectation value of S²: 2.009. The HOMO energy (spin up / spin down) comes out at 0.39 / -0.92 eV. The net charge is -2. For the HOMO-LUMO gap (spin up / spin down), the calculation gives 4.573 / 5.844 eV.

[5]
The following is a quantum chemistry calculation of a cluster of 2 separate species, C4H12NO3 in total in a non-equilibrium geometry, from the OMol25 dataset.

Last column: Löwdin charge in e.
CARTESIAN COORDINATES (ANGSTROEM)
C -0.3453 0.0061 1.0079  -0.106
C 0.2363 -1.2477 0.4106  -0.106
C 0.4229 -1.2588 -1.2026  -0.002
C 1.5989 -0.5847 -1.7496  -0.371
O 2.4261 -1.3235 -2.4086  0.299
O 1.8319 0.6379 -1.6089  0.404
N 0.6505 1.1869 1.2742  0.222
H -1.3991 0.2781 0.7887  0.137
H -0.3788 -0.3520 2.0528  0.145
H -0.5825 -1.9774 0.5159  0.153
H 1.1253 -1.5565 0.9645  0.141
H -0.5018 -0.7566 -1.5115  0.162
H 0.2960 -2.2864 -1.5879  0.175
H 3.0875 -0.8974 -2.9979  0.214
H 0.9391 1.3951 2.2332  0.187
H 1.5043 1.1744 0.7135  0.142
H 0.1373 1.9766 0.8691  0.173
H -4.0920 2.0886 1.3513  0.074
H -3.2294 2.0576 0.1762  0.017
O -3.7273 1.4398 0.7089  -0.059

As for the spin multiplicity: 2. As for the expectation value of S²: 0.755. The HOMO energy (spin up / spin down) comes out at -17.55 / -17.55 eV. The net charge is +2. For the HOMO-LUMO gap (spin up / spin down), the calculation gives 8.643 / 3.655 eV.

[6]
The following is a quantum chemistry calculation of a cluster of 2 separate species, C8H17BFO5 in total in a non-equilibrium geometry, from the OMol25 dataset.

Last column: Löwdin charge in e.
CARTESIAN COORDINATES (ANGSTROEM)
C 0.2973 4.0470 -0.2201  -0.104
C 0.1895 2.5628 -0.7084  -0.184
C 1.0524 1.5741 0.0967  -0.263
F 1.1706 0.3924 -0.6877  -0.078
C 0.4294 1.1459 1.4672  -0.293
C 1.5954 0.9226 2.5389  -0.198
O 1.1697 1.6483 3.6717  -0.142
B 0.2378 2.6809 3.1161  -0.618
O -0.5227 1.9984 2.0273  -0.070
H 0.8517 4.1767 0.7212  0.038
H 0.7990 4.6536 -1.0055  0.057
H -0.7226 4.4661 -0.1375  0.070
H 0.5556 2.5360 -1.7556  0.099
H -0.8699 2.2666 -0.6784  0.108
H 2.0919 1.9117 0.2538  0.138
H 0.0108 0.1268 1.3220  0.142
H 2.6321 1.2105 2.2405  0.105
H 1.6807 -0.1424 2.8559  0.106
H -0.3766 3.1383 4.0424  0.053
H 0.9906 3.4291 2.5104  0.059
C 0.2786 -2.0657 -2.6407  -0.032
O -0.8600 -2.9144 -2.8300  0.002
C -1.1074 -3.7312 -1.8090  -0.628
O -0.4751 -3.8091 -0.7945  0.135
O -2.1892 -4.4566 -2.1139  -0.003
C -2.5672 -5.3794 -1.0971  -0.054
H 0.3784 -1.4518 -3.5331  0.093
H 0.1362 -1.4101 -1.7834  0.083
H 1.1848 -2.6597 -2.5224  0.098
H -2.8192 -4.8555 -0.1755  0.099
H -1.7726 -6.1040 -0.9192  0.095
H -3.4498 -5.9079 -1.4520  0.089

The HOMO energy comes out at -3.90 eV. The net charge is -1. For the HOMO-LUMO gap, the calculation gives 6.527 eV.

[7]
The following is a quantum chemistry calculation of a cluster of 16 separate species, C9H53N4O15 in total, from the OMol25 dataset.

Last column: Löwdin charge in e.
CARTESIAN COORDINATES (ANGSTROEM)
C -4.0807 2.9490 1.1689  -0.105
C -2.6832 2.3282 1.1470  -0.259
C -2.6199 1.0150 1.9562  -0.205
C -2.4069 -0.2446 1.1002  -0.179
C -1.4141 -1.2845 1.6586  -0.165
C -0.1685 -1.4706 0.8107  -0.150
N 0.8982 -0.4964 1.0688  0.175
C 1.8581 -0.2223 0.2355  -0.373
N 2.7901 0.7367 0.6734  0.157
N 1.9464 -0.8261 -0.9804  0.098
C 1.5409 0.0720 -2.1056  -0.204
N 1.0424 -0.6573 -3.2407  -0.089
C -0.2870 -0.1958 -3.6527  -0.089
H -4.0842 3.9330 0.6967  0.071
H -4.8099 2.3250 0.6462  0.075
H -4.4198 3.0802 2.1983  0.074
H -1.9934 3.0686 1.5490  0.084
H -2.3952 2.1407 0.1063  0.086
H -3.5638 0.8933 2.4858  0.086
H -1.8560 1.0727 2.7366  0.101
H -2.1115 0.0404 0.0840  0.093
H -3.3659 -0.7555 0.9974  0.115
H -1.1600 -1.0876 2.7050  0.104
H -1.8971 -2.2636 1.6688  0.122
H -0.4731 -1.4011 -0.2365  0.124
H 0.2501 -2.4658 0.9671  0.105
H 0.9494 -0.0181 1.9625  0.176
H 3.7266 0.3513 0.5526  0.114
H 2.7828 1.5673 0.0823  0.112
H 1.4851 -1.7305 -1.0001  0.120
H 0.7735 0.7709 -1.7446  0.120
H 2.4137 0.6731 -2.3814  0.108
H 1.0281 -1.6547 -3.0668  0.112
H -1.0695 -0.4240 -2.9141  0.088
H -0.5887 -0.6804 -4.5775  0.055
H -0.2568 0.8838 -3.7803  0.062
O 1.9909 -2.2891 -5.9528  -0.066
H 1.5816 -1.5665 -5.4661  -0.007
H 2.7915 -1.9047 -6.3333  0.010
O -0.4435 4.6453 0.2901  -0.048
H 0.3539 4.1933 0.5778  0.028
H -0.4948 4.4932 -0.6607  0.017
O -3.7131 0.5613 4.9953  -0.060
H -4.0482 -0.3400 4.9314  0.038
H -4.4864 1.0497 5.3102  0.009
O -5.8501 1.3899 6.9538  -0.042
H -5.6938 1.3287 7.9023  0.065
H -6.4653 2.1264 6.8569  0.056
O 5.3603 0.5600 -2.2909  -0.055
H 4.4240 0.3495 -2.3219  -0.006
H 5.6165 0.7227 -3.2087  0.033
O -8.8054 0.7345 7.5016  -0.062
H -7.9995 0.5913 6.9933  -0.001
H -9.2586 -0.1134 7.5017  0.037
O -1.8020 -2.4550 5.4322  -0.055
H -0.9993 -2.6877 4.9488  -0.004
H -2.0184 -1.5641 5.1383  0.007
O 5.0208 -1.8008 -6.2169  -0.050
H 5.9286 -1.8465 -6.5321  0.047
H 5.0449 -2.1935 -5.3386  0.039
O 1.1134 -4.5424 0.0372  -0.060
H 0.6005 -4.9765 0.7281  0.047
H 1.8231 -5.1660 -0.1500  0.047
O -0.6469 3.1334 -2.9349  -0.057
H -1.6070 3.0529 -2.9195  0.052
H -0.4394 3.3510 -3.8502  0.051
O 1.2220 -2.7238 4.2536  -0.044
H 1.6938 -2.2606 3.5568  0.021
H 1.6675 -3.5804 4.2963  0.024
O 7.0676 2.5554 -3.7332  -0.043
H 8.0157 2.6957 -3.8243  0.064
H 6.9074 2.5260 -2.7831  0.045
O 3.5286 -4.9252 3.6348  -0.050
H 4.2935 -4.7037 3.0950  0.042
H 3.9042 -5.2630 4.4551  0.051
O -2.2598 -1.4224 -6.0700  -0.061
H -1.4372 -1.8000 -6.4032  0.035
H -2.9110 -2.1065 -6.2579  0.044
O 5.3028 4.1188 -5.6112  -0.064
H 4.5296 4.4272 -5.1327  0.024
H 5.8169 3.6035 -4.9758  -0.017

The HOMO energy comes out at -12.53 eV. The net charge is +1. For the HOMO-LUMO gap, the calculation gives 9.159 eV.